DFT (ωB97M-V/def2-TZVPD) results for a 10-piece molecular cluster, C40H110N10O10 overall.

E_tot: -78630.1314 eV
LUMO level: 0.54 eV
M: 891.380 g/mol
energy above the lowest of the compared OMol25 structures with the same formula, charge and spin: 5.636 eV
SMILES: COC[C@H](C)N.COC[C@H](C)N.COC[C@H](C)N.COC[C@H](C)N.COC[C@H](C)N.COC[C@H](C)N.COC[C@H](C)N.COC[C@H](C)N.COC[C@H](C)N.COC[C@H](C)N

The geometry in XYZ format:
```
170
C40H110N10O10 ωB97M-V/def2-TZVPD
H 16.0928 -8.4858 17.4694
H 13.4219 1.6066 8.5219
H 13.3696 -1.7165 16.4091
C 14.8167 -4.7860 10.1890
N 17.6700 3.5508 13.9036
C 15.7712 2.1040 13.7412
N 18.8452 -2.2040 16.7295
H 9.8330 -2.8264 15.1224
H 6.3311 -7.6661 12.3617
H 10.7231 -5.5579 20.5551
C 22.6984 -9.5098 18.2587
H 11.8054 -2.4336 11.2228
H 11.3577 -8.2919 19.6370
C 14.1470 -9.0289 7.5621
H 20.7315 -7.0503 14.5677
N 13.2026 -1.7281 13.5354
C 21.2165 -2.6887 16.6963
H 9.9379 -5.0215 16.3459
C 17.3970 -14.0942 18.9734
H 22.3782 -10.5160 18.5293
H 17.7942 -11.3369 18.7867
H 14.8038 7.2684 12.8883
H 14.2979 0.1061 11.8066
H 23.7173 -3.9409 15.0066
O 7.7832 -6.6814 13.5648
H 10.5222 -3.5967 10.6872
N 10.2678 -3.0943 19.5680
H 20.7185 -1.1750 14.0866
C 19.9384 -2.3533 15.8229
H 16.6640 -9.2304 19.0609
H 8.9232 -0.4291 9.6458
H 8.0201 -4.4856 14.8792
C 13.1784 2.1773 9.4181
H 12.1628 1.8785 9.6775
H 11.6274 -2.7733 9.4960
H 12.7483 -4.0930 19.8074
H 17.5633 3.3031 14.8769
H 14.2660 -3.8798 10.4412
H 13.3853 -9.5174 6.9544
H 8.9643 -0.5525 6.3720
N 9.7795 -5.5154 15.4792
H 16.6114 3.4293 12.2325
H 17.6854 -9.1089 17.5685
H 9.8194 -6.0496 12.9708
H 18.4029 -13.9005 18.6009
H 23.7363 -9.6608 17.9618
O 22.0617 -8.7629 17.2445
C 8.9979 -4.8096 14.5228
H 18.9276 -5.5699 16.0001
C 15.7276 7.0889 13.4382
H 16.2063 -5.9327 16.0120
O 22.4352 -2.7024 16.0273
H 12.6940 5.5546 9.8121
H 14.1869 -0.3416 15.6581
C 13.9158 0.3774 10.8225
O 10.2982 -1.5209 10.3906
H 9.2672 -3.1604 19.4474
O 16.2987 -10.6302 17.5964
H 15.1464 -1.8649 14.0206
H 19.2294 -5.6291 17.6923
C 16.6828 -9.2526 17.9713
H 22.3022 -4.7430 15.4873
O 13.9856 1.7976 10.5470
H 21.3398 -8.2324 15.2697
H 12.6494 4.4090 11.1615
H 14.2866 -4.0030 13.5498
H 8.5110 -2.1584 9.5840
C 17.1370 -11.7016 17.9973
C 16.3667 3.4588 13.2942
C 9.3039 -1.4269 9.4277
H 15.4998 2.1953 14.7928
C 13.9019 -5.5482 9.2058
H 14.8735 -7.4334 9.6340
H 22.8190 -9.0208 19.2254
H 15.5737 -12.8817 18.9466
H 18.0648 4.4770 13.9838
H 21.3108 -1.9466 17.4891
H 14.5208 -5.8299 16.1818
H 14.4844 4.7502 13.1086
H 18.8195 -2.8514 17.5043
O 16.1678 5.8653 12.9842
H 16.2968 1.1546 13.6385
H 12.8994 0.0311 10.6356
C 10.8448 -4.1971 18.8683
H 19.2688 -0.5951 14.6776
H 14.8014 1.9731 13.2611
C 19.1734 -6.2613 16.8061
H 14.3531 -9.6100 8.4609
H 9.6751 -7.7732 19.9231
N 8.7238 -1.3461 6.9487
H 10.8205 -3.6324 13.9889
H 10.5401 0.7210 8.1865
C 11.0922 -2.7003 10.4428
H 19.8873 -3.1723 15.1055
C 9.7997 -1.4071 7.9606
H 12.3204 -1.8506 14.0116
H 20.9839 -3.6725 17.1039
H 13.2237 -4.0147 14.9015
H 13.0789 4.9719 7.5045
N 12.8719 4.0142 7.7497
C 14.2011 -2.1314 14.4935
H 10.3653 -2.3286 7.8228
H 12.8686 -6.5434 10.4332
H 13.1849 -2.3658 12.7524
C 10.4848 -7.8121 19.1944
H 12.5873 -3.0651 18.3502
N 12.6714 -5.6962 9.9200
C 16.4440 -13.0802 18.3210
H 6.8161 -6.1154 11.8145
O 10.8727 -6.5676 18.7905
H 14.3026 4.0301 9.3143
C 20.7915 -8.1352 17.7167
H 17.1606 -15.1099 18.6561
H 7.9811 -7.4541 11.6206
O 13.7636 -7.6810 7.8928
H 15.1755 -6.0465 14.5629
H 13.7191 -4.9530 8.3112
H 20.6744 -7.6458 18.6836
H 8.5773 -5.0169 12.5140
H 7.8107 -1.1750 7.3449
O 15.3356 -4.1356 15.3729
C 8.8491 -5.6976 13.3208
H 20.8070 -0.3825 15.6103
H 10.3354 -3.2442 20.5645
H 18.3353 -6.9549 16.8734
N 15.9693 -13.5911 17.0236
H 20.0090 -8.8866 17.6114
H 15.4105 -12.9414 16.4891
H 14.5545 -0.1379 10.1051
H 11.1019 -0.1774 6.8071
C 15.3259 -5.5302 15.5110
H 15.1054 -9.0864 7.0461
H 15.1914 -1.6224 16.2768
H 16.4549 7.8763 13.2406
C 7.2093 -7.0283 12.2618
C 20.1860 -1.0660 15.0314
H 22.1794 -3.6188 14.1081
H 10.5126 -4.3631 17.8435
C 12.3513 -4.0323 18.7941
C 20.5138 -7.0795 16.6053
H 17.8143 -11.7404 17.1442
C 14.2288 -1.4206 15.8071
H 17.3997 -14.0490 20.0624
H 11.9062 -5.9024 9.2938
H 11.4018 4.5520 9.8529
C 9.7734 -3.4537 14.2330
H 11.8847 3.8993 7.5700
H 15.5805 -6.7133 8.2968
H 10.1857 -8.3535 18.2969
C 14.2038 -3.6610 14.5814
N 20.4817 -7.7005 15.2991
C 10.8270 -0.2776 7.8571
H 18.0128 -2.3996 16.1918
H 9.2758 -5.5674 19.7632
H 16.7488 -13.7742 16.4080
H 15.7196 -4.6604 9.5915
H 15.0501 -5.4121 11.0501
C 13.2596 3.7588 9.1510
C 12.4645 4.5268 10.0937
C 15.4681 4.7349 13.5780
H 9.3181 -6.4037 15.6139
H 9.2959 -2.9213 13.4104
H 15.3126 4.9836 14.6278
C 22.6404 -3.7898 15.0809
C 10.3394 -5.4909 19.5371
H 21.3750 -6.4118 16.6315
H 11.7232 -0.5019 8.4355
C 14.5947 -6.9382 8.7039
H 15.4295 6.9860 14.4816
H 12.8780 -4.7915 18.2160
```